Entry 1:
ORCA calculation (the ωB97M-V functional and the def2-TZVPD basis) on 6 unconnected molecules or ions with the total composition C24H55FN4O7P2.

Results
**SMILES**: CCP(C)C1=C([PH2]=N)C(=O)C(C[C@H](C)F)=C(CC(N)(N)N)C1=O.CCO.CCO.CCO.CCO.CCO
**Frontier orbital gap**: 7.18 eV
**Total charge**: 0

CARTESIAN COORDINATES (ANGSTROEM)
C1 -0.171 -2.319 -2.901
C2 0.275 -2.249 -4.365
P1 1.389 -0.809 -4.724
C3 0.791 -0.279 -6.370
C4 0.714 0.446 -3.535
C5 -0.483 1.060 -3.481
P2 -1.777 0.988 -4.743
N1 -1.601 1.942 -5.973
C6 -0.828 1.934 -2.324
O1 -1.686 2.787 -2.427
C7 -0.129 1.693 -1.037
C8 -0.798 2.154 0.232
C9 -2.322 1.984 0.299
C10 -3.129 3.267 0.479
F1 -2.586 1.130 1.406
C11 1.116 1.193 -1.106
C12 2.048 1.030 0.056
C13 2.835 2.312 0.454
N2 4.211 1.912 0.713
N3 2.119 2.901 1.604
N4 2.848 3.288 -0.626
C14 1.679 0.783 -2.431
O2 2.869 0.673 -2.591
H1 -0.703 -3.252 -2.701
H2 -0.861 -1.507 -2.658
H3 0.672 -2.242 -2.209
H4 -0.596 -2.270 -5.023
H5 0.878 -3.133 -4.590
H6 -0.283 -0.365 -6.538
H7 1.098 0.747 -6.578
H8 1.303 -0.938 -7.078
H9 -2.935 1.175 -3.978
H10 -1.783 -0.386 -5.030
H11 -2.363 2.605 -6.047
H12 -0.393 1.565 1.059
H13 -0.506 3.188 0.437
H14 -2.693 1.441 -0.570
H15 -3.441 3.330 1.524
H16 -4.012 3.254 -0.156
H17 -2.530 4.146 0.241
H18 1.472 0.703 0.928
H19 2.779 0.255 -0.180
H20 4.248 1.354 1.560
H21 4.785 2.734 0.876
H22 2.641 3.716 1.917
H23 2.100 2.252 2.384
H24 2.083 3.942 -0.505
H25 3.716 3.808 -0.645
C15 -2.737 -4.915 -4.967
C16 -1.815 -5.686 -5.893
O3 -0.446 -5.342 -5.706
H26 -2.611 -3.841 -5.115
H27 -3.781 -5.172 -5.151
H28 -2.512 -5.139 -3.922
H29 -2.034 -5.451 -6.934
H30 -1.956 -6.764 -5.759
H31 -0.210 -5.551 -4.796
C17 1.532 -2.094 1.917
C18 0.407 -2.159 0.901
O4 0.400 -3.379 0.167
H32 2.498 -2.220 1.427
H33 1.527 -1.135 2.440
H34 1.425 -2.884 2.664
H35 0.525 -1.374 0.153
H36 -0.562 -2.005 1.389
H37 0.266 -4.105 0.785
C19 4.800 -1.386 4.633
C20 4.639 0.093 4.918
O5 4.050 0.790 3.813
H38 5.410 -1.539 3.742
H39 5.272 -1.889 5.477
H40 3.827 -1.854 4.459
H41 5.608 0.562 5.078
H42 4.041 0.243 5.818
H43 3.183 0.397 3.663
C21 2.348 -0.733 9.823
C22 2.711 -0.634 8.354
O6 4.040 -1.077 8.089
H44 3.047 -0.153 10.425
H45 1.339 -0.359 10.001
H46 2.389 -1.770 10.162
H47 2.678 0.403 8.023
H48 1.996 -1.201 7.746
H49 4.106 -1.998 8.361
C23 -8.084 2.368 -0.126
C24 -7.108 3.290 0.579
O7 -6.323 4.051 -0.334
H50 -7.551 1.691 -0.794
H51 -8.649 1.774 0.594
H52 -8.796 2.941 -0.724
H53 -6.393 2.714 1.165
H54 -7.641 3.958 1.264
H55 -6.917 4.594 -0.861

Entry 2:
ORCA calculation (the ωB97M-V functional and the def2-TZVPD basis) on a molecular structure, C24H18Cl2IN5O2S4SbW at a distorted geometry.

Results
**Frontier orbital gap (alpha / beta)**: 5.23 / 5.11 eV
**Total charge**: -1

CARTESIAN COORDINATES (ANGSTROEM)
W1 0.373 0.531 0.507
C1 1.635 -0.148 -4.866
C2 0.441 0.483 -4.560
C3 -0.182 0.257 -3.346
C4 0.394 -0.614 -2.415
C5 1.602 -1.242 -2.735
C6 2.219 -1.002 -3.944
N1 -0.197 -0.795 -1.147
C7 -0.358 -2.086 -0.712
C8 -0.257 -3.257 -1.478
C9 -0.348 -4.495 -0.871
C10 -0.606 -4.617 0.494
C11 -0.799 -3.492 1.265
C12 -0.660 -2.228 0.682
N2 -0.710 -1.030 1.343
N3 -1.007 -1.058 2.660
C13 -1.064 0.149 3.214
C14 -1.314 0.251 4.603
C15 -1.359 1.482 5.196
C16 -1.227 2.621 4.390
C17 -1.002 2.457 3.044
N4 -0.858 1.265 2.437
H1 2.120 0.026 -5.815
H2 -0.001 1.167 -5.272
H3 -1.115 0.748 -3.102
H4 2.053 -1.910 -2.013
H5 3.165 -1.478 -4.157
H6 -0.073 -3.191 -2.541
H7 -0.195 -5.388 -1.464
H8 -0.646 -5.596 0.951
H9 -1.009 -3.550 2.323
H10 -1.427 -0.673 5.145
H11 -1.494 1.578 6.265
H12 -1.283 3.615 4.802
H13 -0.904 3.329 2.406
S1 1.070 4.595 1.491
Sb1 2.262 2.758 0.876
S2 1.279 1.945 -1.218
S3 1.884 0.881 2.409
S4 4.473 3.173 0.820
Cl1 3.272 -2.500 2.359
C18 3.928 -1.668 0.959
Cl2 4.229 -2.794 -0.370
C19 2.907 -0.695 0.395
O1 3.293 0.292 -0.205
O2 1.681 -1.029 0.493
H14 4.861 -1.159 1.206
I1 -2.398 5.387 -1.629
C20 -2.457 3.323 -1.196
C21 -3.501 2.524 -1.680
C22 -3.504 1.196 -1.224
C23 -2.497 0.716 -0.439
N5 -1.379 1.468 -0.075
C24 -1.467 2.820 -0.411
H15 -4.278 2.914 -2.315
H16 -4.325 0.547 -1.491
H17 -2.540 -0.292 -0.030
H18 -0.701 3.488 -0.015

Entry 3:
ORCA calculation (the ωB97M-V functional and the def2-TZVPD basis) on 2 unconnected molecules or ions with the total composition BrH2O2PS at a distorted geometry.

Results
**<S²>**: 2.008
**Frontier orbital gap (alpha / beta)**: 7.67 / 6.93 eV
**ΔE to the lowest compared entry with this formula, charge and spin**: 53.9 kJ/mol
**Total charge**: 0
**2S+1**: 3

CARTESIAN COORDINATES (ANGSTROEM)
O1 1.259 -0.688 -1.894
O2 -1.560 0.337 0.499
P1 1.189 -0.422 -0.459
S1 1.343 -1.929 0.843
Br1 1.967 1.630 0.158
H1 -1.831 1.139 0.023
H2 -2.367 -0.066 0.830